No. 1
Formula: C27H34MoN2O2S
Source: the Open Molecules 2025 dataset
Level of theory: wB97M-V/def2-TZVPD

Output
* energy above the lowest of the compared OMol25 structures with the same formula, charge and spin: 9.0 kcal per mole
* maximum force: 0.0489 hartree/bohr
* Kohn-Sham gap (spin up / spin down): 4.790 / 5.170 eV
* net charge: +4
* multiplicity: 3
* ⟨S²⟩: 2.032
* lowest unoccupied orbital energy (spin up / spin down): -15.95 / -15.59 eV
* E: -1774.01655 hartree

```
67
C27H34MoN2O2S | the Open Molecules 2025 dataset | wB97M-V/def2-TZVPD
H 4.447 -0.358 -1.067
C -0.340 5.046 5.171
N 1.202 0.361 -0.635
H -2.464 -4.253 -2.369
H -1.124 -2.994 -0.997
C -3.843 -3.149 -1.041
O 0.093 3.444 -1.158
C -3.499 -4.050 0.186
H -5.616 -2.279 -0.098
H 0.056 4.234 5.790
H 1.031 -2.980 -0.953
C 4.687 -2.913 -2.329
Mo -0.091 1.900 -0.169
H -2.103 4.766 3.120
H -2.456 -4.373 0.175
H 2.421 -4.475 -2.030
C 0.667 -0.898 -0.737
H -4.134 -4.815 -2.366
H -5.676 -2.318 -1.888
H -4.602 -0.453 -0.969
H 3.751 -5.198 -1.168
O 0.255 1.569 2.877
C -3.000 -1.923 -0.940
C -0.169 6.098 -1.249
H -3.706 -3.334 -3.221
C -0.803 -0.918 -0.720
C 3.782 -3.045 -1.095
C -0.798 4.566 1.444
C 0.561 4.584 1.014
H -3.123 1.452 -0.581
C -1.073 4.706 2.787
H 0.177 5.941 5.533
H -4.119 -4.943 0.142
H -5.907 -3.775 -0.969
C 0.035 1.488 1.787
C -0.042 4.829 3.740
C -5.342 -2.845 -0.990
H -1.620 4.605 0.735
C 2.876 -1.866 -0.982
C -2.715 0.450 -0.672
C 1.604 4.692 1.941
H 4.061 -3.074 1.090
C 1.475 -1.997 -0.890
C -1.590 -2.025 -0.893
C 3.388 -0.551 -0.955
H 5.363 -2.057 -2.273
H 5.310 -3.922 0.175
C -3.539 -0.623 -0.874
H 2.939 1.521 -0.710
H 4.103 -2.804 -3.245
N -1.365 0.327 -0.561
H 5.300 -3.808 -2.419
H -0.271 6.053 -2.338
H -3.711 -3.532 1.123
H 0.353 7.031 -0.999
H -1.134 6.065 -0.750
C 4.675 -3.039 0.189
H 5.321 -2.160 0.217
C 1.299 4.778 3.285
C -3.505 -3.928 -2.327
H 2.104 4.874 4.006
C 2.549 0.510 -0.766
H -1.404 5.151 5.368
H 2.634 4.773 1.608
S 0.912 4.783 -0.744
H 2.420 -4.538 -0.238
C 3.034 -4.382 -1.128
```

Mulliken population analysis, charges in e, atoms 1 to 2:
1 H 0.509
2 C -1.451

No. 2
Formula: C27H34N2O
Source: the Open Molecules 2025 dataset
Level of theory: wB97M-V/def2-TZVPD

Output
* maximum force: 0.0413 hartree/bohr
* Kohn-Sham gap: 2.461 eV
* net charge: 0
* lowest unoccupied orbital energy: -2.82 eV
* E: -1233.83980 hartree

```
64
C27H34N2O | the Open Molecules 2025 dataset | wB97M-V/def2-TZVPD
C 8.340 1.086 3.726
H -2.313 -2.634 2.052
C 3.949 2.597 -2.559
H -3.836 0.032 1.669
H 12.247 0.636 2.364
C 3.169 2.054 -1.505
H 1.749 1.843 2.827
C 2.144 -0.289 2.655
C 5.326 2.816 -2.323
C 5.650 1.431 1.185
H 4.478 2.154 -5.423
H -2.343 -2.645 3.837
C -2.785 0.040 4.210
H 2.485 4.387 -4.968
C 1.280 0.864 2.852
H 3.474 0.956 -4.560
H 8.143 1.969 -0.051
C 11.453 2.672 3.998
C 6.956 1.457 1.725
H -0.709 1.604 3.059
H -2.373 -0.468 0.794
H 11.155 -0.557 3.122
H 11.989 3.090 3.131
H 12.413 0.245 4.099
H 10.740 3.414 4.369
C -0.687 -0.555 2.985
H 6.921 2.865 -0.927
H 3.048 4.941 -3.371
H 2.094 1.941 -1.666
N 10.763 1.436 3.658
C 8.154 1.799 1.021
C 3.516 1.991 -4.911
H 2.705 2.161 -5.627
C -2.222 -0.650 2.959
C 11.695 0.381 3.283
C -2.689 -2.112 2.942
C 7.114 1.070 3.099
H 4.897 1.006 1.846
H -2.464 1.085 4.274
C -2.740 0.049 1.691
H 5.927 3.228 -3.139
H 6.229 0.747 3.649
H -2.438 -0.479 5.113
C 9.373 1.884 1.675
C -0.081 0.715 2.973
H 4.230 4.624 -4.675
N 3.346 2.906 -3.792
H -3.880 0.014 4.200
H 10.264 2.236 1.149
C 1.505 -1.578 2.858
H -2.409 1.091 1.637
H -3.785 -2.153 2.926
C 3.281 4.295 -4.222
H 2.135 -2.458 2.800
O 3.342 -0.197 2.270
H 12.181 2.451 4.785
H 8.450 0.798 4.771
H -0.289 -2.690 3.067
C 9.506 1.489 3.024
C 5.896 2.545 -1.091
H 3.155 1.214 0.455
C 0.139 -1.690 2.986
C 3.758 1.686 -0.323
C 5.153 1.887 -0.059
```

Mulliken population analysis, charges in e, atoms 1 to 2:
1 C -0.352
2 H 0.420

No. 3
Formula: C27H34N4O6S
Source: the Open Molecules 2025 dataset
Level of theory: wB97M-V/def2-TZVPD

Output
* SMILES: CCOC(=O)N1CCC(N2Cc3cccc(C(=O)Nc4ccc(S(=O)(=O)N(CC)CC)cc4)c3C2=O)CC1
* energy above the lowest of the compared OMol25 structures with the same formula, charge and spin: 1.1 kcal per mole
* maximum force: 0.0221 hartree/bohr
* Kohn-Sham gap: 8.199 eV
* net charge: 0
* lowest unoccupied orbital energy: -0.24 eV
* E: -2118.00284 hartree

```
72
C27H34N4O6S | the Open Molecules 2025 dataset | wB97M-V/def2-TZVPD
H -0.556 0.128 -7.335
C 5.599 1.306 4.898
C -4.124 -0.495 -2.088
H 4.690 -1.089 5.058
H -6.076 -1.407 -2.292
C 1.730 1.065 -0.115
C -0.756 -0.055 -5.209
C 2.525 1.502 2.499
N 1.253 0.814 -1.396
H 0.020 0.094 0.737
O 2.927 1.645 -2.695
C 4.612 -1.290 2.910
C 1.692 1.118 -5.006
C 1.049 0.763 -3.818
C -3.424 -1.449 -3.062
C -3.064 -2.749 -2.334
H 4.399 -2.355 2.950
H -5.831 -0.456 4.282
H 5.267 0.310 6.799
C -4.327 -3.368 -1.734
C -0.210 0.156 -3.937
H -6.073 -2.502 2.867
C -0.105 0.306 -6.370
H 6.468 0.705 4.611
C 1.141 0.900 -6.255
H 0.749 0.497 3.089
H -2.126 -1.684 -5.569
H 1.684 1.195 -7.140
C 0.943 0.613 0.949
C 5.417 1.317 6.414
N 4.448 0.799 4.185
O -5.400 -1.547 1.167
H -4.383 -1.966 2.913
H -4.420 0.420 -2.604
C -2.096 -0.704 -5.079
H -5.142 0.421 2.909
H 0.341 0.338 -1.410
O 3.519 3.126 4.323
H 3.530 2.090 -0.669
C 4.177 -0.622 4.212
H -4.105 -1.678 -3.891
H 4.544 1.916 6.661
H -6.826 -0.111 2.859
O -1.112 -0.400 -1.732
H 6.293 1.747 6.893
H -5.835 -0.537 -0.759
H 2.661 1.584 -4.914
C 2.924 1.741 0.150
S 3.085 1.768 4.172
H 4.082 -0.855 2.066
H -5.024 -3.652 -2.531
C -1.192 -0.368 -2.956
H 5.679 -1.151 2.754
N -2.249 -0.834 -3.653
C 1.835 1.115 -2.579
N -4.985 -2.424 -0.861
H 3.101 -0.749 4.360
H 5.744 2.329 4.546
H -2.596 -3.452 -3.025
C -5.827 -0.371 3.200
O -4.469 -3.597 1.007
C -4.902 -2.598 0.483
C 3.312 1.956 1.458
H -4.079 -4.250 -1.142
H -2.894 -0.085 -5.506
H 4.225 2.481 1.689
O 2.079 1.273 5.076
H -2.357 -2.523 -1.535
C -5.392 -1.689 2.589
C 1.341 0.831 2.252
C -5.356 -1.181 -1.494
H -3.432 -0.236 -1.287
```

Mulliken population analysis, charges in e, atoms 1 to 2:
1 H 0.482
2 C -0.661

No. 4
Formula: C27H34O8S2
Source: the Open Molecules 2025 dataset
Level of theory: wB97M-V/def2-TZVPD

Output
* energy above the lowest of the compared OMol25 structures with the same formula, charge and spin: 0.0 kcal per mole
* maximum force: 0.1222 hartree/bohr
* Kohn-Sham gap: 8.732 eV
* net charge: 0
* lowest unoccupied orbital energy: -0.70 eV
* E: -2447.43658 hartree

```
71
C27H34O8S2 | the Open Molecules 2025 dataset | wB97M-V/def2-TZVPD
H -0.943 3.364 4.141
H -1.709 -0.617 1.641
C 2.065 1.457 4.350
C -2.369 -2.860 3.059
C -0.423 2.377 4.171
C 0.184 0.732 -2.938
H -1.787 0.890 5.163
H 1.253 3.284 5.195
H 2.070 -3.764 -8.737
H -0.204 2.041 1.975
C 0.991 1.298 -1.961
S 0.700 -0.276 5.702
O 3.603 0.943 0.672
C 0.750 -0.057 -3.937
C -0.831 1.678 2.819
H -1.398 -2.086 -6.867
O 0.002 1.106 6.301
H -1.551 2.403 6.034
H -3.415 -0.598 1.146
C 2.754 -1.065 -5.042
H -1.813 -3.098 3.988
O -1.585 -3.101 1.906
H -0.959 -1.816 -0.389
H -2.158 -3.993 0.137
H -3.005 1.128 2.800
O 1.889 2.615 0.967
H 2.988 1.508 -1.208
H -2.682 -1.791 3.151
O 3.962 -1.197 -5.100
C -2.458 2.090 0.878
C 3.151 1.619 3.218
H -2.678 0.828 -0.887
C -1.011 1.642 5.428
C 0.491 -1.553 -5.988
C 2.367 1.079 -1.975
H -3.431 -2.985 1.000
H 2.643 1.485 5.303
C -2.044 -1.775 -0.148
H 3.458 2.685 3.237
H -0.390 -3.507 -8.613
O 1.425 0.186 4.265
H 4.006 0.142 -2.990
H -1.761 2.907 0.584
C 1.628 -3.147 -7.965
O -1.331 -0.513 -4.930
C 1.103 2.700 4.256
C -0.323 -2.201 -6.914
C -2.357 -3.061 0.705
H 0.550 1.908 -1.182
H 3.997 0.930 3.387
C -2.376 -0.536 0.757
C 0.245 -2.999 -7.897
C 1.875 -1.716 -6.045
H -3.307 -3.461 3.084
H -1.010 0.880 -0.301
H -3.474 2.422 0.592
C -2.323 1.922 2.426
C 2.936 0.307 -2.978
S 2.449 1.350 1.545
C 2.132 -0.258 -3.965
H 1.367 3.385 3.427
H -0.886 0.900 -2.921
H -2.649 -1.742 -1.079
O -0.375 -1.201 5.248
H 3.516 -2.627 -7.094
H -0.629 0.590 2.934
C 2.442 -2.507 -7.041
H 1.518 0.332 1.512
H -2.672 2.875 2.891
C -0.127 -0.690 -4.951
C -2.065 0.816 0.047
```

Mulliken population analysis, charges in e, atoms 1 to 2:
1 H 0.820
2 H -0.320

No. 5
Formula: C27H35AsN4O6Sm
Source: the Open Molecules 2025 dataset
Level of theory: wB97M-V/def2-TZVPD

Output
* maximum force: 0.0995 hartree/bohr
* Kohn-Sham gap (spin up / spin down): 5.190 / 5.350 eV
* net charge: +1
* multiplicity: 6
* ⟨S²⟩: 9.046
* lowest unoccupied orbital energy (spin up / spin down): -4.43 / -4.37 eV
* E: -4613.62393 hartree

```
74
C27H35AsN4O6Sm | the Open Molecules 2025 dataset | wB97M-V/def2-TZVPD
O 2.905 2.155 -0.794
N 1.149 -1.196 0.457
O 0.514 -2.301 1.006
O -2.017 -1.792 0.368
C -0.601 2.278 6.853
H -3.501 -3.695 3.832
H -5.235 -2.418 5.108
H -3.491 3.517 0.869
C -0.682 3.017 4.141
H -0.694 3.283 3.081
O 1.500 2.524 -2.970
H -4.637 -1.144 0.375
C -0.832 3.608 6.490
N -1.482 1.845 -0.160
H -1.023 5.018 4.861
C 3.263 -1.882 5.139
C 0.516 1.342 -3.256
C -3.039 0.281 0.411
H 2.439 2.414 -1.647
H 4.231 -2.314 0.903
H 1.374 3.230 -3.633
C -4.318 -0.260 0.949
H 4.123 -2.363 5.610
H 4.235 0.050 4.969
C -0.490 1.679 4.518
H -2.960 1.203 4.547
C -4.363 -1.904 4.700
H 4.830 0.110 1.527
H -0.563 1.983 7.902
H 5.170 -0.233 -0.188
C 4.546 0.370 0.496
C -4.218 -0.525 4.879
C 2.223 0.091 4.198
C -3.082 0.129 4.391
C -2.792 1.654 0.146
C -3.760 2.762 0.124
N 2.308 0.925 -0.425
C 2.476 -1.131 0.711
C 3.265 -2.181 1.407
H 0.079 -2.559 4.124
C 3.331 -0.532 4.778
As -0.438 0.320 3.093
C 2.095 -2.610 4.903
H 0.347 1.271 -4.339
H 3.477 -1.895 2.444
H -5.111 0.499 0.880
H 2.030 -3.662 5.191
H -0.228 0.266 6.133
H -3.753 3.242 -0.862
H -0.991 4.359 7.265
H 2.735 -3.133 1.409
H -0.475 -2.165 0.795
H -4.976 0.048 5.417
C 0.991 -1.995 4.302
N -1.949 -0.499 0.121
H -0.112 -2.631 -2.345
H -1.259 -2.255 -1.344
H 2.249 1.155 3.957
H 4.753 1.432 0.316
C -0.858 3.978 5.141
Sm 0.122 0.517 -0.942
C -2.075 -0.601 3.746
C 3.101 0.082 0.266
C -0.418 1.306 5.862
H -4.767 2.400 0.329
O -0.767 -1.939 -2.136
C 1.055 -0.644 3.963
H 1.042 0.408 -2.990
O -0.963 2.995 -0.442
C -2.269 -1.961 3.482
H -1.534 -2.517 2.901
H -4.217 -0.541 2.010
H -0.475 1.573 -2.826
C -3.395 -2.619 3.989
```

Mulliken population analysis, charges in e, atoms 1 to 2:
1 O -0.503
2 N 0.480

No. 6
Formula: C27H35Cl5MnN3OSSi2
Source: the Open Molecules 2025 dataset
Level of theory: wB97M-V/def2-TZVPD

Output
* energy above the lowest of the compared OMol25 structures with the same formula, charge and spin: 7.1 kcal per mole
* maximum force: 0.0245 hartree/bohr
* Kohn-Sham gap (spin up / spin down): 6.422 / 7.657 eV
* net charge: 0
* multiplicity: 5
* ⟨S²⟩: 6.263
* lowest unoccupied orbital energy (spin up / spin down): -1.15 / -0.15 eV
* E: -5718.56021 hartree

```
75
C27H35Cl5MnN3OSSi2 | the Open Molecules 2025 dataset | wB97M-V/def2-TZVPD
C 3.547 2.223 -2.225
C -1.172 1.175 2.107
C -2.819 2.574 3.149
H 0.920 1.474 5.050
Cl 4.909 -0.067 -2.623
C 1.448 2.275 -1.105
Cl 2.577 -1.509 -1.183
C -0.949 -4.874 -2.030
H 1.903 0.008 4.905
H -2.597 -6.197 -1.740
H 0.467 2.507 -4.708
H -0.299 -0.913 4.825
H -2.344 3.338 -4.859
Cl 0.097 3.198 -0.458
C 1.771 1.021 4.524
Si -0.389 -1.445 2.380
Si 1.653 1.078 2.655
C -2.120 2.439 -2.888
H 1.081 -1.931 4.341
H -2.413 -2.785 2.518
C 1.399 0.898 -0.936
C -3.650 2.416 2.036
C -2.217 -1.735 2.268
H 1.630 -2.634 1.597
H -1.356 -6.308 -0.501
H -3.766 1.512 0.085
H 1.392 -3.407 -3.936
H 0.197 -3.697 1.611
C -1.024 -2.581 -1.924
H 0.871 3.391 2.095
C 0.059 0.373 1.922
H 3.279 0.219 0.976
H -3.156 3.170 3.991
C 0.556 -3.542 -3.254
H 2.429 3.038 1.332
C 2.496 0.202 -1.408
C -0.533 2.075 -4.674
H -0.918 2.083 4.042
H 2.668 1.598 4.789
H 2.352 3.408 3.064
H -0.535 -2.644 4.510
C 3.138 0.138 2.055
H 0.587 -5.697 -3.311
C 0.554 -2.683 1.380
C 3.563 0.840 -2.048
H -3.013 1.849 -3.117
C -1.519 -6.188 -1.574
C -1.576 1.972 3.186
H -1.297 0.150 -3.955
H -2.611 -1.553 1.267
N -1.989 1.063 1.035
C 1.835 2.895 2.244
C -0.594 0.929 -3.657
H 0.413 -2.508 0.314
Mn -0.488 0.571 -0.208
Cl 2.417 4.672 -1.931
C 0.120 -4.805 -2.912
H -1.064 -7.031 -2.098
H -2.345 3.130 -2.075
N -1.514 -3.770 -1.530
H -2.757 -1.107 2.993
C 2.473 2.961 -1.740
H -0.780 1.723 -5.675
C -3.184 1.667 0.986
H -1.060 4.042 -3.874
Cl 4.839 3.019 -3.030
N -0.001 -2.426 -2.783
O -1.080 1.562 -2.462
H 4.033 0.542 2.550
H -4.633 2.869 1.991
C 0.011 -1.748 4.183
S -1.788 -1.142 -1.258
C -1.558 3.110 -4.140
H 3.066 -0.929 2.311
H 0.357 0.457 -3.436
```

Mulliken population analysis, charges in e, atoms 1 to 2:
1 C 0.182
2 C -1.191

No. 7
Formula: C27H35ClN4O4P2Pd
Source: the Open Molecules 2025 dataset
Level of theory: wB97M-V/def2-TZVPD

Output
* energy above the lowest of the compared OMol25 structures with the same formula, charge and spin: 41.9 kcal per mole
* maximum force: 0.0879 hartree/bohr
* Kohn-Sham gap (spin up / spin down): 7.136 / 3.242 eV
* net charge: +2
* multiplicity: 5
* ⟨S²⟩: 6.044
* lowest unoccupied orbital energy (spin up / spin down): -6.03 / -9.76 eV
* E: -2839.38137 hartree

```
74
C27H35ClN4O4P2Pd | the Open Molecules 2025 dataset | wB97M-V/def2-TZVPD
C 2.171 -3.529 -6.134
H 6.647 1.422 -7.033
C 6.484 1.107 -6.021
C 3.921 1.220 -7.697
H -0.792 1.049 -5.097
H 6.538 3.361 -6.573
P 3.633 1.920 -6.055
O -0.787 -0.877 1.516
H 3.322 -1.460 -9.953
Pd 1.620 0.965 -5.995
H -0.495 -0.351 -8.466
H -0.738 -0.516 -11.205
N 4.380 3.600 -6.404
H 1.513 -0.359 -3.370
C 5.419 0.931 -4.069
H 2.883 -0.776 1.766
H 1.659 1.817 -1.013
H 6.531 5.819 -7.599
C 1.687 0.169 0.318
H 2.472 4.522 -6.665
C 5.657 5.263 -7.290
C 2.046 0.818 -0.792
P 2.141 -0.846 -7.198
H 1.769 -1.268 -12.118
C 1.426 -1.103 -11.101
H 3.294 -2.888 0.624
C 3.063 -2.038 -0.045
H 4.006 -2.751 -8.729
C 0.136 -0.713 -10.603
H 0.815 0.525 0.908
O -0.070 0.470 3.367
C 4.292 5.676 -7.319
H 3.915 6.623 -7.657
C 3.684 -4.575 -7.467
C 2.217 -2.632 -1.129
Cl -1.239 -0.171 2.747
H 0.278 1.480 -3.717
H 8.386 0.242 -5.369
H 3.110 -0.900 -3.655
N 1.557 -0.903 -8.848
O -1.839 -1.138 3.653
C 2.273 -1.082 0.881
H 4.232 -0.755 -8.503
H 3.140 1.661 -8.333
C 0.074 0.733 -4.506
N 5.258 1.311 -5.388
C 2.937 0.308 -1.905
C 3.843 -0.302 -7.591
C 1.961 -2.105 -2.325
C 2.830 -4.737 -6.331
H 2.697 -5.634 -5.763
H 3.031 1.191 -2.589
H 4.905 1.523 -8.050
H 7.043 -0.070 -2.975
C 5.683 3.987 -6.746
H 3.984 -1.539 -0.368
C 2.376 -0.772 -2.848
C 3.525 -3.277 -7.923
H 1.397 -1.624 1.302
C 6.688 0.406 -3.875
O -2.225 0.830 2.366
C 0.248 -0.608 -9.217
H 1.423 -3.236 -5.404
N 2.583 -2.644 -7.116
H 4.420 -0.660 -6.727
H 1.381 -2.676 -3.059
C 3.535 4.630 -6.800
H 3.938 -0.007 -1.539
H 4.640 1.121 -3.350
C 7.383 0.542 -5.114
H 4.317 -5.292 -7.964
C 2.271 -1.220 -10.008
H 1.832 -3.627 -0.880
H -0.215 -0.212 -4.004
```

Mulliken population analysis, charges in e, atoms 1 to 2:
1 C -0.087
2 H 0.702